13
Properties=species:S:1:pos:R:3 method="wB97M-V/def2-TZVPD" lumo_ev="0.91 / -1.93" multiplicity=3 s2=2.00 homo_ha="-0.25476 / -0.34762" max_force_ev_per_a=3.2
C 1.22954 0.49281 1.23839
C 2.44541 0.37848 0.52104
C 0.44647 -0.52552 0.73808
N 2.37812 -0.61708 -0.31598
N 1.18296 -1.06216 -0.23321
N -1.88594 0.17161 -0.28669
P -1.26505 -1.03136 0.68508
H 1.05122 1.15267 2.09402
H 3.30193 1.00892 0.57745
H 0.71549 -1.76295 -0.78468
H -2.79222 0.11228 -0.78556
H -1.26645 0.92942 -0.69224
H -0.49527 -2.44551 -1.28833